DFT (ωB97M-V with the def2-TZVPD basis set) results for C18H22LaNO5 as an isolated structure.

The HOMO-LUMO gap is 7.475 eV. The multiplicity is 1. The lowest unoccupied orbital energy comes out at -0.38 eV. The HOMO energy comes out at -7.9 eV. The calculation puts the molar mass at 471.3 g/mol.

The geometry in XYZ format:
```
47
Properties=species:S:1:pos:R:3:forces:R:3:lowdin_charge:R:1
La 0.266 0.493 0.419 -0.065 -0.650 -0.304 2.168
C -0.375 -1.510 2.217 0.033 -0.047 -0.113 -0.349
C -1.124 -0.389 2.653 -0.028 0.027 -0.014 -0.333
C -2.140 -0.146 1.695 0.097 -0.095 -0.002 -0.334
C -2.027 -1.129 0.677 0.036 -0.048 -0.029 -0.339
C -0.942 -1.981 1.000 0.023 0.229 0.180 -0.342
C -0.439 -3.161 0.223 0.030 -0.137 -0.105 -0.045
C -2.956 -1.242 -0.497 -0.076 0.003 -0.075 -0.045
C -3.192 0.923 1.752 -0.131 0.127 0.051 -0.037
C -0.896 0.407 3.906 0.002 0.033 0.063 -0.040
C 0.827 -2.112 2.891 -0.150 -0.120 0.249 -0.040
H -0.558 -4.096 0.777 -0.034 0.033 0.036 0.086
H 0.629 -3.094 -0.016 -0.006 0.045 0.021 0.069
H -0.972 -3.283 -0.720 -0.005 0.027 0.008 0.066
H -3.918 -1.677 -0.211 0.017 -0.009 0.030 0.086
H -2.550 -1.869 -1.293 0.030 0.002 0.019 0.064
H -3.186 -0.265 -0.934 0.020 0.007 0.019 0.074
H -4.196 0.504 1.653 0.025 -0.041 -0.011 0.082
H -3.085 1.683 0.971 0.032 -0.040 -0.026 0.076
H -3.163 1.454 2.704 0.037 -0.025 0.002 0.074
H -1.550 0.072 4.715 0.007 -0.020 -0.003 0.086
H -1.086 1.471 3.757 -0.015 -0.009 -0.029 0.078
H 0.132 0.324 4.260 0.001 -0.022 -0.009 0.070
H 0.551 -3.029 3.421 0.068 -0.039 -0.046 0.086
H 1.253 -1.445 3.641 -0.006 0.060 -0.055 0.071
H 1.628 -2.377 2.195 -0.043 0.004 -0.058 0.072
O 2.825 -0.124 -0.400 -0.349 0.174 -0.144 -0.141
C 3.111 -0.385 -1.774 0.109 -0.062 0.066 -0.159
C 2.072 0.142 -2.743 -0.055 -0.072 -0.182 -0.254
C 2.380 0.289 -4.090 0.066 0.049 0.118 -0.009
C 1.398 0.743 -4.952 -0.048 0.027 -0.100 -0.040
C 0.140 1.049 -4.456 -0.033 0.004 0.103 -0.035
C -0.088 0.870 -3.105 0.128 -0.052 -0.185 -0.110
N 0.853 0.402 -2.281 -0.056 0.051 0.556 0.009
H 3.254 0.692 -0.107 0.070 -0.019 0.030 0.102
H 3.166 -1.471 -1.871 -0.012 -0.005 -0.009 0.136
H 4.091 0.014 -2.038 -0.001 0.002 -0.012 0.136
H 3.377 0.067 -4.447 -0.004 0.011 -0.009 0.122
H 1.613 0.875 -6.004 0.026 -0.009 0.008 0.116
H -0.646 1.431 -5.091 0.020 -0.003 -0.024 0.113
H -1.044 1.115 -2.658 -0.007 0.013 -0.020 0.115
O 0.514 4.706 -0.227 0.046 0.105 -0.018 0.097
C 0.521 3.585 0.202 -0.044 -0.198 0.180 -0.566
O -0.346 2.636 -0.099 0.278 0.261 0.126 -0.285
C 1.694 3.117 1.195 -0.238 -0.310 0.124 -0.561
O 2.628 3.840 1.415 0.065 0.133 -0.066 0.094
O 1.557 1.886 1.675 0.142 0.605 -0.341 -0.289
```
Forces are in eV/Å.